(1)
{
  "formula": "C3H9NO2",
  "method": "wB97M-V/def2-TZVPD",
  "orbital_gap_ev": 10.07,
  "smiles": "NC=O.CCO",
  "e_homo_ev": -9.35,
  "species": ["N", "C", "O", "H", "H", "H", "C", "C", "O", "H", "H", "H", "H", "H", "H"],
  "xyz": [[-1.389774, 2.353102, -1.289786], [-0.593568, 1.565483, -0.528195], [0.042530, 0.665019, -1.091593], [-1.497387, 2.247405, -2.321107], [-1.691190, 3.263009, -0.941500], [-0.598858, 1.734793, 0.541422], [-0.461172, -1.912853, 1.348121], [0.965008, -1.937423, 0.715318], [1.524145, -0.624351, 0.753379], [-1.117151, -1.373848, 0.590318], [-0.852717, -2.912617, 1.523253], [-0.465597, -1.247757, 2.234062], [1.037721, -2.245942, -0.376632], [1.779051, -2.524844, 1.200555], [1.139543, -0.028502, 0.072374]],
  "forces_ev_per_a": [[-0.8, 1.4, -0.3], [0.4, -1.3, -3.0], [-0.5, 0.8, 1.2], [0.6, -0.3, 1.5], [0.0, -0.6, 0.0], [0.1, 0.2, 0.4], [0.4, 0.9, -1.6], [1.0, 0.7, -1.0], [0.2, 0.6, 0.3], [0.6, -0.8, 0.8], [-0.1, 0.1, 0.2], [0.2, -0.8, -0.2], [-0.8, -0.1, 1.2], [-1.2, 0.0, 0.2], [-0.1, -0.9, 0.2]]
}


(2)
{
  "formula": "C4H6O2",
  "method": "wB97M-V/def2-TZVPD",
  "orbital_gap_ev": 10.04,
  "smiles": "O=CC[C@H]1CO1",
  "e_homo_ev": -9.60,
  "species": ["O", "C", "C", "C", "C", "O", "H", "H", "H", "H", "H", "H"],
  "xyz": [[0.315061, -1.468407, 1.598947], [-0.401836, -0.513823, 1.765606], [0.253461, 0.503572, 0.831011], [0.660730, -0.018759, -0.571855], [-0.359488, -0.139824, -1.617103], [0.498216, 0.987851, -1.565875], [-1.513784, -0.665830, 1.936402], [1.132314, 0.943492, 1.312652], [-0.553621, 1.182991, 0.662926], [1.582551, -0.599418, -0.693732], [-0.208447, -0.799470, -2.471817], [-1.400813, 0.046482, -1.350678]],
  "forces_ev_per_a": [[-0.3, -3.0, 2.6], [1.4, -1.2, -4.2], [-1.0, 1.4, 0.3], [-0.2, 0.0, 0.6], [-0.2, -0.2, 0.0], [0.1, 0.1, -0.1], [0.9, 0.7, 0.8], [-0.4, 0.3, 0.0], [0.0, 1.6, -0.5], [-0.4, 0.2, 0.4], [0.0, 0.1, 0.2], [0.1, 0.0, -0.1]]
}


(3)
{
  "formula": "C14H19Cl2N3O4SiTc",
  "method": "wB97M-V/def2-TZVPD",
  "s2": 3.78,
  "orbital_gap_ev": [8.29, 6.68],
  "total_charge": 2,
  "e_homo_ev": [-15.69, -15.93],
  "multiplicity": 4,
  "species": ["Tc", "C", "C", "C", "C", "C", "C", "N", "N", "Si", "C", "C", "C", "H", "H", "H", "H", "H", "H", "H", "H", "H", "H", "H", "H", "H", "H", "H", "O", "Cl", "O", "O", "O", "Cl", "C", "C", "C", "C", "N", "C", "H", "H", "H", "H"],
  "xyz": [[-0.311611, -0.373921, 0.968677], [3.057414, -1.113894, 2.314203], [2.835222, -0.006840, 1.340913], [3.797908, 0.954768, 1.038520], [3.494867, 2.007907, 0.186917], [2.237670, 2.130682, -0.395232], [1.322006, 1.132611, -0.114718], [1.653933, 0.099362, 0.724428], [0.004047, 0.954140, -0.450687], [-1.156394, 2.087517, -1.380000], [-0.356373, 2.436713, -3.001239], [-2.702753, 1.092564, -1.544899], [-1.329829, 3.550041, -0.266456], [4.104024, -1.410279, 2.325643], [2.448248, -1.983183, 2.066204], [2.796826, -0.781739, 3.322096], [4.778342, 0.873041, 1.486378], [4.248219, 2.756720, -0.021274], [1.986799, 2.954641, -1.046378], [-0.252285, 1.535480, -3.607908], [0.615970, 2.923351, -2.930272], [-1.013170, 3.122495, -3.545915], [-2.624980, 0.299069, -2.289983], [-3.506980, 1.753184, -1.879612], [-3.038656, 0.663791, -0.595727], [-0.529943, 4.278906, -0.407840], [-1.356110, 3.273213, 0.789266], [-2.273474, 4.053398, -0.493756], [-2.394042, 0.165711, 4.168246], [-1.589060, -0.025660, 3.059062], [-0.785874, 1.141507, 2.611028], [-0.590159, -1.124138, 3.144025], [-2.320529, -0.386454, 1.782394], [-2.145270, -3.409417, -3.375166], [-1.484948, -3.410324, -1.799415], [-1.309292, -4.587175, -1.082309], [-0.762042, -4.523174, 0.189866], [-0.413818, -3.299165, 0.716850], [-0.590298, -2.161803, 0.012457], [-1.115158, -2.210552, -1.226576], [-1.597803, -5.534009, -1.520253], [-0.609304, -5.418319, 0.775677], [0.001314, -3.203222, 1.711064], [-1.222647, -1.277551, -1.758300]],
  "forces_ev_per_a": [[0.1, 0.5, -0.2], [0.0, 0.0, 0.0], [0.3, 0.1, 0.0], [0.0, -0.1, 0.1], [-0.1, 0.0, -0.1], [-0.1, 0.0, -0.1], [0.4, 0.0, 0.1], [-0.4, 0.0, 0.0], [-0.4, -0.6, 0.2], [0.2, 0.0, 0.1], [0.0, 0.0, -0.1], [-0.1, -0.1, 0.1], [0.0, 0.1, 0.1], [0.0, 0.0, 0.0], [0.0, 0.0, 0.0], [0.0, 0.0, 0.0], [0.0, 0.0, 0.0], [0.0, 0.0, 0.0], [0.0, 0.0, 0.0], [0.0, 0.0, 0.0], [0.0, 0.0, 0.0], [0.0, 0.0, 0.0], [0.0, 0.0, 0.0], [0.0, 0.0, 0.0], [0.0, 0.0, 0.0], [0.0, 0.0, 0.0], [0.0, 0.0, 0.0], [0.0, 0.0, 0.0], [0.1, 0.0, -0.2], [0.2, -0.1, -0.2], [-0.2, -0.2, 0.2], [-0.3, 0.3, 0.0], [0.1, 0.1, 0.3], [0.0, 0.0, 0.0], [0.0, 0.0, -0.1], [0.0, -0.1, 0.0], [0.0, 0.0, 0.0], [0.0, 0.0, 0.0], [0.1, 0.1, -0.2], [0.1, 0.0, 0.0], [0.0, 0.0, 0.0], [0.0, 0.0, 0.0], [0.0, 0.0, 0.0], [0.0, 0.0, 0.0]]
}


(4)
{
  "formula": "C5H5NOS",
  "method": "wB97M-V/def2-TZVPD",
  "orbital_gap_ev": 8.38,
  "e_homo_ev": -7.92,
  "species": ["C", "C", "C", "C", "C", "H", "H", "H", "H", "H", "N", "O", "S"],
  "xyz": [[0.842577, -0.677488, -0.694108], [-1.427985, -0.364632, -0.452306], [-0.774890, 0.423752, 0.425609], [-0.288752, 1.764970, 1.012306], [0.514578, 0.168593, 0.384048], [2.361339, -2.122516, 0.266029], [-0.567666, -2.268626, -1.340555], [-2.454637, -0.245015, -0.812930], [-0.296758, 2.661448, 0.498638], [-0.776183, 1.976014, 2.014397], [-0.420366, -1.020157, -1.207975], [1.016024, 1.294062, 0.906605], [2.272720, -1.590405, -0.999759]],
  "forces_ev_per_a": [[-1.1, 0.2, 1.9], [-0.8, 0.2, -1.6], [-3.6, 1.8, 0.3], [-3.3, -0.3, 2.6], [4.8, -2.5, -3.6], [0.0, 0.2, -0.8], [0.5, 5.1, 0.2], [0.5, -0.6, 0.1], [-0.8, 1.6, -1.7], [1.3, -0.3, -0.5], [-1.1, -5.4, 0.8], [2.8, 0.4, 2.0], [0.6, -0.5, 0.5]]
}


(5)
{
  "formula": "C4H11N2",
  "method": "wB97M-V/def2-TZVPD",
  "orbital_gap_ev": 8.37,
  "total_charge": 1,
  "e_homo_ev": -11.63,
  "species": ["C", "C", "C", "C", "N", "N", "H", "H", "H", "H", "H", "H", "H", "H", "H", "H", "H"],
  "xyz": [[0.520729, -0.811548, -1.484941], [-1.217968, -0.264794, 0.074568], [1.360763, -0.419967, -2.598556], [-0.365851, 0.427074, 2.491484], [-0.133213, -0.015696, -0.720855], [-1.292773, 0.566345, 1.242600], [0.145023, -1.751153, -1.416128], [-1.545950, -1.222687, 0.265252], [1.803729, 0.473263, -2.494916], [0.853240, -0.183781, -3.547905], [2.178017, -1.020349, -2.958835], [-0.748656, -0.250760, 3.294299], [0.661414, 0.147022, 2.316998], [-0.151551, 1.359716, 2.870613], [0.309676, 0.932661, -0.760980], [-1.255260, 1.451031, 0.705462], [-2.191113, 0.557373, 1.582974]],
  "forces_ev_per_a": [[-0.1, 0.3, -0.8], [0.0, 0.6, -0.4], [-0.5, -1.0, -2.1], [-0.1, -1.5, -0.2], [1.6, 1.9, 0.5], [3.3, 1.2, -0.4], [-0.6, -3.1, 0.0], [-0.2, -2.1, -0.2], [1.7, 3.6, 1.2], [-0.8, -0.6, 0.3], [0.1, -1.1, 0.6], [-0.2, 0.6, -1.1], [0.0, -0.9, -1.2], [-0.6, 2.4, 1.1], [-1.1, -0.5, 0.3], [0.4, 0.4, 1.6], [-2.8, -0.2, 0.9]]
}


(6)
{
  "formula": "C55H64Ge2NO3RhS5",
  "method": "wB97M-V/def2-TZVPD",
  "orbital_gap_ev": 6.57,
  "e_homo_ev": -7.72,
  "species": ["Rh", "C", "O", "C", "C", "O", "C", "C", "O", "C", "H", "H", "H", "H", "H", "H", "H", "H", "H", "H", "H", "H", "H", "H", "C", "C", "C", "C", "C", "C", "C", "C", "C", "C", "C", "C", "C", "C", "C", "Ge", "S", "S", "Ge", "S", "S", "C", "C", "C", "C", "C", "C", "C", "C", "C", "C", "C", "C", "C", "C", "C", "C", "C", "C", "C", "C", "C", "C", "C", "C", "C", "C", "C", "C", "C", "C", "C", "C", "C", "H", "H", "H", "H", "H", "H", "H", "H", "H", "H", "H", "H", "H", "H", "H", "H", "H", "H", "H", "H", "H", "H", "H", "H", "H", "H", "H", "H", "H", "H", "H", "H", "H", "H", "H", "H", "H", "H", "H", "H", "H", "H", "H", "H", "H", "H", "H", "H", "H", "H", "S", "C", "N"],
  "xyz": [[-0.805634, -2.698508, -1.287950], [-3.576356, -2.425503, 0.689650], [-3.036124, -3.065493, -0.456972], [-3.711257, -4.221650, -0.888296], [-3.494750, -4.314146, -2.391249], [-2.129928, -4.212140, -2.756074], [-1.437077, -5.424144, -2.992309], [-0.945842, -6.079038, -1.713814], [-0.178957, -5.119860, -1.023550], [0.651219, -5.662229, -0.012471], [-4.619210, -2.147584, 0.509434], [-2.989012, -1.523702, 0.857621], [-3.510361, -3.069820, 1.571612], [-4.787038, -4.134977, -0.702577], [-3.334383, -5.102497, -0.355533], [-3.983303, -3.454512, -2.853328], [-3.939367, -5.236616, -2.777420], [-0.579347, -5.142177, -3.604659], [-2.065952, -6.123713, -3.552254], [-0.327482, -6.946413, -1.972215], [-1.778878, -6.425489, -1.088392], [1.390797, -6.338005, -0.453902], [0.063245, -6.204887, 0.735534], [1.158907, -4.828077, 0.463410], [-6.331232, 0.581362, 1.202875], [-5.335315, 1.314896, 0.343787], [-5.144520, 0.970176, -0.987424], [-4.205717, 1.621122, -1.777839], [-4.055986, 1.276548, -3.235955], [-3.418291, 2.626229, -1.200114], [-3.641338, 3.032201, 0.122001], [-2.887460, 4.184423, 0.732980], [-4.594848, 2.360486, 0.876518], [-2.337714, 3.272839, -1.998158], [-2.608051, 4.404795, -2.757215], [-1.601392, 5.014296, -3.488901], [-0.319249, 4.496269, -3.464230], [-0.022732, 3.350198, -2.727772], [-1.041325, 2.736798, -1.995706], [-0.732226, 1.006899, -1.054871], [-1.801907, -0.669940, -2.026298], [-1.178218, 0.948803, 1.182242], [0.655814, -0.396625, 1.189340], [-0.144382, -2.451875, 1.008632], [1.460939, 0.502973, -0.725956], [1.906153, -0.260634, 2.731333], [3.107412, -0.974499, 2.649375], [3.976322, -0.987377, 3.735526], [3.663943, -0.303378, 4.897947], [2.488711, 0.424674, 4.966017], [1.602505, 0.459685, 3.889122], [0.401211, 1.324981, 4.057329], [-0.758912, 0.825747, 4.648847], [-0.881024, -0.636747, 4.986943], [-1.795127, 1.705720, 4.948158], [-1.693172, 3.060932, 4.677675], [-2.781604, 4.022301, 5.074534], [-0.547306, 3.528846, 4.040993], [0.502342, 2.681622, 3.724339], [1.723899, 3.200978, 3.015985], [3.511397, -1.693342, 1.406739], [4.111149, -0.984034, 0.360565], [4.375675, 0.497815, 0.444486], [4.542490, -1.680345, -0.765277], [4.409464, -3.054682, -0.864876], [4.870765, -3.793979, -2.090835], [3.840417, -3.745564, 0.201006], [3.391782, -3.090438, 1.337264], [2.797128, -3.863183, 2.484621], [1.372324, 2.828115, -2.778339], [1.722423, 1.820655, -3.680754], [0.700541, 1.160373, -4.569981], [3.053852, 1.414906, -3.749700], [4.032194, 1.987415, -2.954721], [5.474700, 1.574840, -3.076947], [3.658888, 2.981103, -2.053497], [2.345066, 3.405492, -1.949018], [1.952188, 4.455723, -0.945448], [-6.849136, -0.190870, 0.634519], [-7.076071, 1.272519, 1.600697], [-5.828997, 0.110415, 2.050687], [-5.730177, 0.166825, -1.422648], [-4.498805, 0.305738, -3.455798], [-3.007542, 1.250899, -3.533613], [-4.554395, 2.029377, -3.851533], [-2.169205, 4.611514, 0.036992], [-2.350360, 3.854716, 1.621295], [-3.582985, 4.972471, 1.031871], [-4.748541, 2.648917, 1.912131], [-3.615106, 4.804710, -2.768814], [-1.819722, 5.892466, -4.083702], [0.470137, 4.957500, -4.046218], [4.910668, -1.530332, 3.650227], [4.339950, -0.326616, 5.743474], [2.239022, 0.989536, 5.856527], [-0.414041, -1.256912, 4.220925], [-1.927562, -0.926054, 5.077154], [-0.385147, -0.855432, 5.936105], [-2.699042, 1.324569, 5.412316], [-3.599643, 3.503479, 5.573178], [-3.180959, 4.543122, 4.202108], [-2.387506, 4.777287, 5.756942], [-0.473216, 4.582668, 3.790894], [1.666050, 4.281039, 2.884889], [1.811914, 2.737859, 2.027981], [2.633368, 2.964312, 3.570939], [3.789558, 0.969675, 1.230364], [4.134598, 0.981168, -0.502237], [5.433982, 0.672387, 0.657957], [5.006984, -1.129528, -1.577343], [5.635256, -3.229818, -2.624118], [4.031648, -3.950224, -2.773896], [5.278543, -4.770067, -1.826966], [3.755395, -4.826058, 0.140811], [2.711607, -4.921150, 2.235569], [1.804828, -3.482298, 2.728980], [3.414765, -3.769749, 3.379337], [-0.225365, 1.730196, -4.615420], [0.461890, 0.159350, -4.201454], [1.088646, 1.048864, -5.583055], [3.320925, 0.627162, -4.447095], [5.569470, 0.636035, -3.621948], [5.936035, 1.457221, -2.094883], [6.041995, 2.336091, -3.617178], [4.411495, 3.429330, -1.412043], [2.803414, 4.741215, -0.327880], [1.159425, 4.080051, -0.292884], [1.569026, 5.349552, -1.441629], [1.357265, -2.637085, -2.300012], [0.518862, -2.745481, -3.737266], [-0.009754, -2.827978, -4.766874]],
  "forces_ev_per_a": [[-0.2, -0.1, 1.0], [0.0, 0.2, 0.2], [0.5, 0.3, -0.2], [0.1, -0.2, -0.3], [-0.2, 0.1, 0.2], [0.1, 0.1, 0.0], [0.3, -0.2, 0.0], [-0.2, 0.1, -0.2], [-0.1, 0.4, 0.1], [0.1, 0.0, 0.1], [0.0, -0.1, -0.1], [0.0, 0.0, 0.0], [0.0, 0.0, -0.1], [0.0, 0.0, 0.1], [0.0, 0.0, 0.0], [0.0, -0.1, 0.0], [0.1, 0.0, -0.1], [-0.1, -0.1, 0.0], [0.0, 0.1, 0.0], [0.0, 0.0, 0.0], [0.1, 0.0, 0.0], [0.0, 0.0, 0.0], [0.0, 0.0, 0.0], [0.0, 0.0, 0.0], [0.1, 0.1, 0.0], [-0.1, 0.0, 0.0], [0.0, 0.0, 0.0], [0.1, 0.1, 0.1], [0.0, 0.0, 0.1], [-0.1, 0.0, 0.0], [0.0, 0.0, -0.1], [0.0, -0.1, 0.0], [0.1, 0.0, 0.0], [0.1, -0.1, -0.1], [0.0, 0.0, 0.1], [0.0, 0.0, 0.0], [0.1, 0.0, 0.0], [-0.1, 0.0, 0.0], [-0.1, -0.6, 0.2], [0.5, 0.2, 0.6], [1.0, -1.1, 0.5], [0.2, 0.0, -0.3], [0.0, 0.8, -0.2], [0.0, 0.1, -1.5], [-0.8, -0.2, 0.3], [-0.5, -0.1, -0.3], [0.0, 0.0, 0.1], [0.0, 0.0, -0.1], [0.0, 0.0, 0.0], [0.0, 0.0, 0.0], [0.1, 0.0, 0.1], [-0.1, 0.0, 0.1], [0.1, 0.0, -0.1], [0.0, 0.1, 0.0], [0.0, 0.0, 0.0], [0.0, 0.0, 0.0], [0.0, -0.1, -0.1], [0.0, 0.0, 0.0], [0.0, 0.0, 0.0], [-0.1, 0.0, 0.0], [0.2, 0.0, 0.0], [0.0, 0.0, 0.1], [0.1, -0.1, 0.0], [0.0, -0.1, 0.0], [0.1, 0.0, 0.0], [-0.1, 0.1, 0.0], [-0.1, 0.0, 0.0], [0.0, 0.1, 0.0], [0.1, 0.0, 0.0], [0.1, 0.0, -0.2], [-0.1, 0.2, 0.0], [0.1, 0.0, 0.1], [0.0, 0.0, 0.0], [0.0, 0.0, -0.1], [-0.1, 0.0, 0.0], [-0.1, 0.1, 0.0], [0.0, 0.1, -0.1], [0.0, 0.0, 0.0], [0.0, 0.0, 0.0], [0.0, 0.0, 0.0], [0.0, 0.0, 0.0], [0.0, 0.0, 0.0], [0.0, 0.0, 0.0], [-0.1, 0.0, -0.1], [0.0, 0.0, 0.0], [0.0, 0.0, 0.1], [0.1, 0.0, 0.1], [0.0, 0.0, 0.0], [0.0, 0.0, 0.0], [0.0, 0.0, 0.0], [0.0, 0.0, 0.0], [0.0, 0.0, 0.0], [0.0, 0.0, 0.0], [0.0, 0.0, 0.0], [0.0, 0.0, 0.0], [0.0, -0.1, 0.0], [0.0, 0.0, 0.0], [0.0, -0.1, 0.0], [0.0, 0.0, 0.0], [0.0, 0.0, 0.0], [0.0, 0.0, 0.0], [0.0, 0.0, 0.0], [0.0, 0.0, 0.0], [0.0, 0.0, 0.0], [0.0, 0.0, 0.0], [0.0, 0.0, 0.0], [0.0, 0.1, 0.0], [0.0, 0.0, 0.1], [0.0, 0.0, 0.0], [0.0, 0.0, 0.0], [0.0, 0.0, 0.0], [0.0, 0.0, 0.0], [0.0, 0.0, 0.0], [0.0, 0.0, 0.0], [0.0, 0.0, 0.0], [0.0, 0.0, 0.0], [0.0, 0.0, 0.0], [0.0, 0.0, 0.0], [0.0, 0.0, 0.0], [0.0, 0.0, 0.0], [0.0, 0.0, 0.0], [0.0, 0.0, 0.0], [0.0, 0.0, 0.0], [0.0, 0.0, 0.0], [0.0, 0.0, 0.0], [0.0, 0.0, 0.0], [0.0, 0.0, 0.0], [0.0, 0.0, 0.0], [-1.2, 0.4, 0.9], [0.2, -0.1, -0.9], [0.0, 0.0, 0.2]]
}